138
Properties=species:S:1:pos:R:3:forces:R:3 method="wB97M-V/def2-TZVPD" smiles="CCP(C)[C@@H]1[C@@](C[C@H](C)O)(OC(=O)c2ccccc2)OS(=O)(=O)[C@@H](CC(=O)I)[C@@]1(COC)Cc1ccccc1C.CCCCCC.CCCCCC.CCCCCC" e_homo_ev=-8.2665 gap_ev=7.84 total_charge=0
C -1.7809 -1.9391 2.3034 0.469 0.747 0.425
C -0.9334 -1.9792 0.9038 1.063 -0.401 0.516
P -1.0958 -0.3227 -0.1287 0.091 0.336 1.658
C -2.7753 0.3171 0.4940 -1.630 -0.382 1.448
C -1.0083 -0.8284 -1.9481 -0.141 -2.114 -1.025
C 0.6089 -0.6592 -2.3774 -0.112 0.324 1.627
C 1.1032 0.8910 -2.4634 -0.478 1.105 -0.917
C 2.2427 1.2613 -3.5632 0.727 2.642 -0.417
C 2.3739 2.9318 -3.5257 -0.736 -0.492 -0.055
O 1.9301 0.9477 -4.9633 -0.749 0.830 1.245
O 1.2948 -1.2642 -1.2078 2.578 0.948 -1.422
C 2.7251 -1.1061 -1.1739 5.047 -0.723 -1.670
O 3.6495 -1.3706 -2.0952 -6.576 1.513 5.105
C 3.3551 -0.6430 0.3099 0.842 -0.090 2.686
C 4.3061 -1.8215 1.0209 -0.396 3.250 2.172
C 4.9623 -1.5699 2.5022 -2.951 3.060 -2.410
C 4.6345 -0.1306 3.2295 -1.067 -0.784 -2.936
C 3.7300 1.0597 2.5192 0.851 -3.810 -1.487
C 3.0703 0.8027 1.0253 2.309 -3.133 2.154
O 0.9992 -1.5258 -3.5003 -2.617 1.222 -0.275
S -0.1917 -1.7039 -4.6810 1.738 -3.838 -6.342
O -0.8991 -3.0770 -4.6622 1.650 4.742 1.574
O 0.5444 -1.6193 -6.0755 -2.678 0.650 5.555
C -1.3370 -0.2185 -4.5007 -0.256 1.404 -0.097
C -2.3634 -0.2724 -5.7650 -0.704 -0.830 -1.806
C -1.7306 0.3710 -7.1736 3.263 6.545 2.472
O -1.1505 1.5809 -7.0801 -3.702 -7.855 -0.862
I -1.7896 -0.6835 -9.1148 -0.095 0.710 1.597
C -2.0720 -0.2087 -2.9974 -0.473 -0.160 -2.307
C -2.6129 1.3003 -2.7179 -0.311 0.926 2.129
O -2.5841 2.2460 -3.8278 0.741 0.400 1.402
C -2.2620 3.6194 -3.3644 -0.102 0.684 -0.139
C -3.4391 -1.1437 -3.2416 -0.707 -1.245 1.055
C -4.1437 -1.6914 -1.8718 -2.640 -1.068 3.775
C -3.6019 -2.9667 -0.9745 -2.412 0.946 0.886
C -4.3284 -3.5485 0.3761 -1.834 3.308 -1.553
C -5.6844 -2.8140 0.9445 1.788 1.788 -3.935
C -6.2802 -1.5453 0.0897 3.176 -1.792 -1.107
C -5.5547 -0.9890 -1.3111 1.169 -2.326 2.287
C -6.3294 0.2563 -2.0523 -0.439 -1.518 -0.301
H -2.9455 -1.9269 2.1854 2.345 -0.304 0.080
H -1.4252 -2.7996 3.0253 -0.837 1.606 -1.581
H -1.5010 -0.9198 2.8496 -0.517 -2.185 -1.081
H 0.2205 -1.9967 1.2116 -2.489 0.020 -0.723
H -1.0951 -2.9288 0.2408 0.032 1.740 1.348
H -3.1946 1.2770 -0.0235 0.774 -2.041 0.763
H -3.5797 -0.5587 0.5975 1.497 2.195 -0.577
H -2.5875 0.6462 1.6284 -0.068 -0.661 -2.541
H -1.1640 -2.0136 -1.9699 0.372 2.439 -0.186
H 1.4620 1.3590 -1.4267 -0.898 -1.597 -2.134
H 0.1481 1.5464 -2.7560 1.998 -1.395 0.582
H 3.3239 0.8769 -3.3475 -2.362 0.143 -0.299
H 1.3537 3.3272 -3.9500 1.780 -0.579 0.796
H 2.4712 3.3417 -2.4283 0.088 -0.721 -2.210
H 3.2143 3.3128 -4.2578 -1.569 -0.883 1.733
H 1.3520 1.6659 -5.3655 1.058 -1.180 0.921
H 4.5147 -2.8500 0.4668 -0.632 2.583 1.174
H 5.6177 -2.4189 3.0108 -1.595 2.166 -1.170
H 5.0908 0.0187 4.3203 -1.194 -0.140 -2.687
H 3.5651 2.0568 3.1487 0.332 -2.411 -1.745
H 2.4154 1.6363 0.5112 1.487 -2.006 1.204
H -0.6415 0.7317 -4.6506 -1.365 -2.196 0.356
H -2.6704 -1.3834 -6.0524 0.710 2.313 0.850
H -3.3775 0.3357 -5.6021 2.517 -1.155 -0.114
H -3.7332 1.2118 -2.3518 2.183 0.069 -0.670
H -2.0339 1.8235 -1.8145 -0.964 -1.435 -1.833
H -2.8279 3.8824 -2.3616 0.985 -0.560 -2.060
H -1.1088 3.7824 -3.1763 -2.163 -0.579 -0.385
H -2.5998 4.3540 -4.2254 0.662 -1.636 1.841
H -4.2876 -0.5060 -3.7900 2.137 -1.379 1.177
H -3.1937 -2.1243 -3.8782 -0.328 2.296 1.350
H -2.6248 -3.5448 -1.3336 -2.420 1.389 0.751
H -3.9017 -4.4782 0.9910 -0.882 2.345 -1.731
H -6.2453 -3.1547 1.9224 1.379 0.674 -2.259
H -7.2630 -0.9948 0.4690 2.355 -1.325 -0.962
H -7.4771 0.1867 -1.7435 2.561 0.288 -0.526
H -5.9056 1.3187 -1.8058 -0.730 -2.131 -0.481
H -6.3216 0.0285 -3.2219 0.122 0.784 2.488
C 10.6798 2.6644 4.3216 -0.008 -0.103 0.223
C 10.8072 1.6255 3.2168 0.160 0.125 -0.159
C 10.3709 2.1496 1.8452 -0.004 -0.173 -0.076
C 8.8980 2.5617 1.7421 0.001 0.121 0.128
C 7.8876 1.4673 2.0913 -0.099 0.137 -0.160
C 7.9586 0.2664 1.1602 -0.096 -0.198 0.082
H 9.6411 2.9764 4.4649 0.103 0.019 -0.007
H 11.0344 2.2485 5.2707 -0.051 0.138 -0.071
H 11.2807 3.5506 4.0950 -0.094 -0.041 0.023
H 10.2388 0.7305 3.4855 -0.004 0.008 -0.056
H 11.8584 1.3155 3.1514 -0.162 -0.020 -0.017
H 10.5889 1.3826 1.0920 -0.044 0.094 0.053
H 10.9910 3.0145 1.5811 -0.018 -0.056 0.040
H 8.7083 2.9067 0.7178 -0.008 -0.046 0.088
H 8.7137 3.4279 2.3894 0.055 -0.054 -0.066
H 6.8776 1.8940 2.0310 0.134 -0.058 0.065
H 8.0186 1.1374 3.1269 0.023 0.053 0.006
H 7.7802 0.5663 0.1229 0.054 -0.048 0.063
H 7.1944 -0.4676 1.4341 0.105 0.084 -0.130
H 8.9301 -0.2320 1.2157 -0.035 0.039 -0.053
C 6.4191 1.6912 8.1474 0.128 -0.100 0.184
C 5.0745 1.0073 7.9463 -0.001 0.026 -0.251
C 4.0633 1.8782 7.1942 -0.167 -0.138 0.078
C 3.6688 3.1795 7.9017 0.166 0.096 0.001
C 3.0831 3.0087 9.3046 -0.053 0.173 -0.066
C 1.7826 2.2196 9.3195 -0.065 -0.079 0.198
H 6.3259 2.5936 8.7588 0.043 -0.065 -0.087
H 7.1116 1.0147 8.6594 -0.017 0.150 -0.079
H 6.8641 1.9671 7.1863 -0.024 0.034 0.085
H 4.6706 0.6973 8.9144 -0.041 0.010 -0.047
H 5.2360 0.0869 7.3700 -0.082 0.074 0.106
H 3.1639 1.2812 6.9998 0.064 0.080 0.001
H 4.4745 2.1310 6.2096 0.014 -0.015 0.036
H 2.9385 3.7049 7.2733 0.046 -0.035 0.073
H 4.5414 3.8413 7.9649 -0.076 -0.076 -0.043
H 2.8896 4.0046 9.7248 0.098 -0.137 -0.052
H 3.8095 2.5320 9.9707 0.009 0.036 -0.065
H 1.0242 2.7063 8.6985 0.053 -0.085 0.013
H 1.3921 2.1572 10.3400 -0.031 -0.035 -0.136
H 1.9249 1.1979 8.9573 -0.055 0.074 0.003
C -7.8041 -2.9505 -2.9521 0.148 -0.057 -0.154
C -8.6193 -2.1085 -3.9229 -0.135 0.069 0.161
C -10.1299 -2.2222 -3.6958 -0.032 0.101 -0.197
C -10.7173 -3.6232 -3.9006 0.085 -0.098 0.134
C -10.4735 -4.2384 -5.2800 -0.146 -0.091 0.081
C -11.1115 -3.4461 -6.4112 0.071 -0.050 -0.205
H -8.0187 -4.0174 -3.0638 0.012 0.087 0.038
H -6.7342 -2.8071 -3.1375 -0.111 -0.087 0.162
H -8.0098 -2.6612 -1.9168 0.056 -0.092 -0.090
H -8.3631 -2.3802 -4.9511 -0.058 0.018 -0.013
H -8.3281 -1.0572 -3.7997 -0.088 -0.112 -0.097
H -10.6379 -1.5126 -4.3602 0.007 -0.079 0.070
H -10.3616 -1.8962 -2.6748 0.039 -0.014 -0.044
H -11.7986 -3.5725 -3.7203 0.087 -0.018 -0.034
H -10.3175 -4.3032 -3.1384 -0.039 0.098 -0.050
H -10.8928 -5.2533 -5.2875 0.115 0.126 0.040
H -9.4009 -4.3495 -5.4688 -0.036 0.008 0.064
H -12.1935 -3.3654 -6.2685 0.085 0.053 -0.010
H -10.9350 -3.9477 -7.3678 -0.067 0.113 0.058
H -10.6944 -2.4382 -6.4848 -0.073 -0.052 -0.006